(1)
{
  "formula": "C28H20F35N3O10S",
  "method": "the ωB97M-V functional and the def2-TZVPD basis",
  "elements": ["C", "C", "N", "C", "S", "C", "O", "N", "O", "O", "C", "O", "C", "F", "N", "C", "O", "F", "C", "O", "F", "H", "H", "H", "H", "F", "C", "F", "C", "F", "F", "C", "O", "C", "F", "F", "C", "F", "F", "H", "H", "H", "H", "F", "C", "F", "C", "F", "F", "C", "O", "C", "F", "F", "C", "F", "F", "H", "H", "H", "H", "F", "C", "F", "C", "F", "F", "C", "O", "C", "F", "F", "C", "F", "F", "H", "H", "H", "H", "F", "C", "F", "C", "F", "F", "C", "O", "C", "F", "F", "C", "F", "F", "H", "H", "H", "H"],
  "xyz": [[1.204, -2.078, 1.414], [1.227, -3.590, 1.551], [1.435, -4.123, 2.921], [0.898, -3.523, 3.838], [0.406, -2.762, 5.106], [-0.030, -4.252, 0.903], [-1.165, -3.419, 0.986], [-2.193, -3.808, 0.022], [-3.200, -3.972, 0.564], [0.290, -4.558, -0.442], [1.605, -4.300, -0.709], [2.048, -4.118, -1.788], [2.272, -4.322, 0.680], [2.203, -5.660, 1.044], [3.684, -4.001, 0.871], [4.120, -2.730, 0.367], [4.249, -1.783, 1.064], [4.417, -2.693, -0.920], [4.539, -5.094, 0.470], [5.229, -5.671, 1.227], [4.501, -5.402, -0.820], [0.196, -1.677, 1.402], [1.822, -1.584, 2.160], [1.649, -1.823, 0.454], [-0.272, -5.132, 1.503], [4.903, 0.466, 3.619], [6.064, -0.196, 3.452], [5.968, -1.364, 4.125], [7.253, 0.601, 4.004], [7.123, 0.764, 5.337], [8.351, -0.180, 3.798], [7.562, 1.954, 3.339], [7.104, 3.135, 3.981], [5.836, 3.611, 3.740], [5.228, 2.898, 2.770], [5.956, 4.879, 3.288], [4.999, 3.661, 5.020], [4.877, 2.429, 5.548], [3.764, 4.118, 4.716], [6.203, -0.419, 2.390], [8.647, 2.043, 3.374], [7.298, 1.944, 2.282], [5.466, 4.322, 5.752], [2.191, 2.213, 1.129], [2.667, 3.467, 0.988], [2.110, 4.228, 1.958], [2.299, 4.051, -0.376], [0.956, 4.155, -0.485], [2.805, 5.317, -0.397], [2.873, 3.344, -1.616], [2.034, 2.431, -2.303], [2.004, 1.104, -1.944], [2.954, 0.802, -1.036], [2.277, 0.380, -3.052], [0.619, 0.680, -1.461], [0.246, 1.387, -0.379], [0.664, -0.629, -1.097], [3.748, 3.457, 1.134], [3.042, 4.144, -2.335], [3.853, 2.911, -1.414], [-0.130, 0.820, -2.242], [-6.579, -1.864, -0.555], [-5.569, -2.707, -0.853], [-4.452, -1.959, -1.026], [-5.849, -3.482, -2.140], [-5.922, -2.632, -3.187], [-4.754, -4.272, -2.339], [-7.065, -4.421, -2.149], [-8.246, -3.946, -2.766], [-9.181, -3.229, -2.061], [-8.905, -3.190, -0.746], [-10.364, -3.870, -2.200], [-9.365, -1.825, -2.645], [-8.209, -1.135, -2.586], [-10.292, -1.163, -1.917], [-5.408, -3.386, -0.015], [-6.763, -5.259, -2.777], [-7.260, -4.841, -1.162], [-9.693, -1.888, -3.684], [-3.674, 1.894, -2.037], [-3.229, 1.768, -3.300], [-2.391, 0.699, -3.335], [-2.458, 3.012, -3.749], [-1.350, 3.167, -2.993], [-2.047, 2.751, -5.024], [-3.228, 4.340, -3.806], [-3.048, 5.226, -2.719], [-3.833, 5.153, -1.594], [-4.846, 4.280, -1.741], [-4.385, 6.373, -1.413], [-2.995, 4.848, -0.348], [-2.375, 3.659, -0.480], [-3.813, 4.784, 0.726], [-4.073, 1.569, -3.965], [-2.799, 4.874, -4.652], [-4.281, 4.190, -4.047], [-2.247, 5.627, -0.193]],
  "forces_ev_per_a": [[0.64, 0.03, -0.38], [0.29, -0.83, 0.19], [-1.24, 1.24, -0.21], [0.83, -0.24, 0.31], [-0.18, -0.15, -0.18], [-0.37, 0.00, 0.87], [0.36, 0.13, 0.07], [-0.30, -0.55, -0.03], [0.29, 0.35, -0.03], [0.10, 0.34, -0.31], [-0.35, 0.10, 0.27], [0.10, -0.12, -0.07], [0.15, -0.29, 0.42], [0.09, 0.02, -0.14], [-0.37, 0.29, -1.43], [0.09, 0.46, 1.10], [-0.02, 0.01, -0.30], [0.07, -0.27, -0.08], [0.43, -0.43, 0.63], [0.01, 0.12, -0.14], [-0.29, 0.17, -0.07], [-0.01, -0.07, 0.22], [-0.07, -0.13, 0.13], [-0.14, 0.16, -0.07], [0.17, -0.38, -0.55], [0.06, 0.09, 0.05], [-0.09, -0.37, -0.11], [0.11, 0.04, 0.03], [-0.14, 0.38, 0.37], [-0.05, -0.02, -0.04], [-0.01, -0.07, -0.18], [0.52, 0.22, -0.35], [-0.53, -0.36, 0.26], [0.67, -0.10, -0.21], [-0.19, 0.11, 0.03], [-0.09, 0.02, -0.02], [-0.15, 0.04, 0.20], [0.01, 0.00, -0.07], [0.03, 0.02, -0.04], [0.01, 0.06, 0.00], [0.00, -0.03, 0.11], [-0.19, -0.10, 0.03], [0.03, 0.02, -0.05], [0.04, 0.01, -0.08], [0.08, 0.11, 0.38], [0.00, 0.05, -0.09], [-0.44, -0.25, -0.29], [0.03, -0.04, 0.03], [0.18, -0.01, 0.10], [0.40, 0.21, -0.47], [-0.27, -0.18, 0.60], [0.37, 0.32, -0.28], [-0.07, -0.06, 0.06], [-0.04, -0.06, 0.00], [-0.51, -0.01, 0.06], [0.08, 0.03, -0.01], [0.01, 0.05, -0.25], [0.01, 0.03, -0.09], [-0.10, 0.01, -0.01], [-0.06, -0.07, 0.23], [0.10, -0.06, -0.09], [-0.03, -0.08, -0.08], [0.13, 0.23, 0.17], [-0.02, -0.06, -0.06], [-0.25, 0.18, -0.39], [0.03, 0.03, 0.08], [0.03, -0.07, 0.16], [-0.05, -0.67, -0.02], [0.15, 0.58, 0.09], [0.09, -0.52, 0.02], [-0.01, 0.10, -0.02], [-0.07, 0.05, 0.01], [-0.07, 0.22, -0.10], [-0.01, -0.03, 0.03], [0.00, -0.05, 0.00], [-0.05, -0.05, -0.01], [0.03, 0.05, -0.05], [0.02, 0.23, 0.10], [-0.02, -0.06, 0.01], [0.03, 0.07, -0.03], [-0.07, -0.29, -0.03], [0.05, 0.08, -0.04], [0.20, 0.30, 0.28], [0.03, -0.15, -0.01], [-0.12, -0.08, -0.07], [-0.19, 0.38, -0.45], [0.13, -0.41, 0.34], [-0.11, 0.18, -0.44], [0.05, -0.03, 0.08], [-0.02, 0.02, 0.08], [0.15, -0.03, 0.21], [-0.06, 0.02, -0.01], [-0.03, 0.03, -0.03], [0.01, 0.02, -0.01], [0.08, -0.03, 0.02], [-0.02, -0.18, 0.19], [-0.03, 0.03, -0.03]],
  "mulliken_charge": [-1.8868, 2.1998, -0.8289, 0.4593, -0.3653, 0.0583, -0.2337, 0.1529, -0.3098, -0.4763, -0.0181, -0.4944, 0.5654, -0.4378, 0.1991, 0.4626, -0.2800, -0.2212, 0.5320, -0.4545, -0.2004, 0.3508, 0.5607, 0.1958, 0.5320, -0.2454, 0.2123, -0.2947, 0.8622, -0.2777, -0.3292, -0.7044, -0.4013, 0.7669, -0.2284, -0.3338, 0.1755, -0.2146, -0.2233, 0.2033, 0.4137, 0.3328, 0.2479, -0.1603, 0.3775, -0.3058, 0.9508, -0.2425, -0.3446, -0.8339, -0.4077, 0.7085, -0.2086, -0.3344, 0.5484, -0.1787, -0.2518, -0.0009, 0.4335, 0.3233, -0.1238, -0.2380, 0.1004, -0.2336, 1.0297, -0.2733, -0.3169, -0.8819, -0.4008, 0.8153, -0.2841, -0.3033, 0.1684, -0.1933, -0.2572, 0.2579, 0.4430, 0.3431, 0.2371, -0.2374, 0.0620, -0.2471, 0.9870, -0.1064, -0.3528, -0.8804, -0.3967, 0.7616, -0.2736, -0.3102, 0.1971, -0.1641, -0.2657, 0.2498, 0.3768, 0.3754, 0.2397],
  "lumo_energy_ha": -0.0285,
  "smiles": "C[C@@]1(N=C=S)[C@@H](ON=O)OC(=O)[C@@]1(F)N(C(=O)F)C(=O)F.FC(F)C(F)(F)COC(F)(F)C(F)F.FC(F)C(F)(F)COC(F)(F)C(F)F.FC(F)C(F)(F)COC(F)(F)C(F)F.FC(F)C(F)(F)COC(F)(F)C(F)F"
}

---

(2)
{
  "formula": "C28H20N12OPdSSe",
  "method": "the ωB97M-V functional and the def2-TZVPD basis",
  "elements": ["Pd", "S", "C", "N", "N", "C", "C", "C", "C", "C", "C", "N", "N", "C", "C", "C", "C", "C", "C", "H", "H", "H", "H", "H", "H", "H", "H", "H", "H", "H", "N", "C", "N", "C", "C", "C", "C", "C", "C", "H", "H", "H", "H", "H", "H", "O", "N", "C", "C", "N", "C", "N", "Se", "N", "C", "C", "C", "C", "N", "C", "N", "H", "H", "H"],
  "xyz": [[0.169, 0.355, 0.157], [1.771, 0.737, -1.435], [1.897, 2.398, -1.052], [3.007, 3.010, -1.577], [3.388, 4.152, -1.030], [3.225, 4.631, 0.289], [3.136, 3.760, 1.368], [2.997, 4.277, 2.646], [2.967, 5.650, 2.847], [3.084, 6.513, 1.765], [3.213, 6.007, 0.483], [0.949, 3.079, -0.430], [0.002, 2.329, 0.119], [-1.203, 3.000, 0.381], [-2.110, 2.440, 1.280], [-3.324, 3.064, 1.511], [-3.642, 4.249, 0.859], [-2.731, 4.812, -0.025], [-1.514, 4.198, -0.268], [3.991, 4.690, -1.635], [3.175, 2.690, 1.212], [2.918, 3.602, 3.486], [2.855, 6.046, 3.847], [3.066, 7.584, 1.917], [3.287, 6.672, -0.369], [-1.855, 1.522, 1.791], [-4.019, 2.625, 2.215], [-4.591, 4.735, 1.045], [-2.969, 5.738, -0.532], [-0.798, 4.626, -0.954], [-4.422, 0.132, -1.198], [-3.091, 0.355, -1.373], [-2.351, -0.193, -0.454], [-3.247, -0.823, 0.405], [-3.006, -1.541, 1.577], [-4.100, -2.057, 2.241], [-5.408, -1.865, 1.765], [-5.662, -1.146, 0.614], [-4.554, -0.629, -0.050], [-5.161, 0.491, -1.775], [-2.716, 0.954, -2.189], [-2.001, -1.654, 1.964], [-3.949, -2.611, 3.158], [-6.237, -2.285, 2.319], [-6.670, -0.989, 0.257], [-0.360, 0.032, 2.219], [0.257, 0.830, 3.026], [0.638, 0.262, 4.139], [0.450, -1.143, 4.366], [0.294, -2.273, 4.512], [1.319, 1.069, 5.104], [1.869, 1.723, 5.874], [3.401, -2.409, 2.590], [2.753, -3.920, 1.949], [1.767, -3.582, 1.138], [0.959, -4.501, 0.400], [-0.013, -3.986, -0.387], [-0.211, -2.570, -0.454], [0.499, -1.696, 0.199], [1.516, -2.172, 1.010], [2.294, -1.372, 1.700], [1.135, -5.564, 0.487], [-0.666, -4.621, -0.968], [-1.010, -2.160, -1.061]],
  "forces_ev_per_a": [[0.42, 0.07, 0.20], [-0.25, -0.13, 0.21], [-0.03, 0.11, -0.16], [0.09, 0.01, 0.12], [-0.14, 0.18, -0.15], [0.09, -0.18, -0.09], [-0.05, -0.02, 0.07], [0.01, 0.00, -0.06], [-0.01, 0.01, 0.03], [0.00, -0.03, -0.02], [0.03, 0.05, 0.06], [0.02, -0.08, -0.08], [-0.10, 0.09, -0.09], [0.14, -0.09, 0.07], [-0.10, -0.03, 0.00], [0.01, 0.01, -0.01], [0.00, -0.01, 0.00], [0.01, -0.01, 0.00], [-0.01, 0.08, 0.01], [0.01, -0.02, 0.04], [0.00, 0.01, 0.00], [-0.03, -0.02, 0.05], [0.00, 0.00, 0.01], [0.00, 0.01, 0.01], [-0.01, 0.00, -0.01], [-0.03, 0.04, -0.03], [-0.01, -0.01, 0.00], [-0.01, 0.01, 0.00], [-0.01, 0.01, -0.01], [-0.01, 0.00, -0.01], [0.01, -0.01, 0.03], [0.03, 0.10, 0.02], [-0.03, -0.12, -0.01], [0.05, 0.02, 0.04], [-0.01, -0.02, -0.01], [-0.03, 0.01, 0.00], [0.01, -0.01, 0.00], [0.02, 0.00, 0.02], [-0.07, 0.02, -0.05], [0.01, 0.01, 0.01], [0.01, -0.01, -0.03], [0.00, 0.00, 0.00], [0.00, -0.01, 0.01], [0.00, 0.00, 0.01], [-0.01, 0.00, -0.01], [-0.15, -0.05, -0.19], [0.01, -0.15, 0.02], [0.10, 0.06, 0.02], [-0.10, 0.12, 0.03], [0.04, -0.08, -0.02], [-0.07, 0.00, -0.06], [0.05, 0.00, 0.02], [0.02, -0.07, 0.00], [-0.02, -0.01, -0.03], [0.00, -0.17, 0.04], [0.06, 0.09, 0.07], [-0.03, 0.12, 0.01], [-0.10, -0.06, -0.03], [0.28, 0.02, 0.06], [-0.17, 0.05, -0.10], [-0.03, 0.11, -0.07], [0.02, -0.01, 0.02], [-0.01, 0.02, 0.00], [0.04, -0.03, -0.01]],
  "mulliken_charge": [0.2310, -0.3616, 0.5297, -0.9220, 0.2648, 0.8679, -0.3230, -0.4726, -0.7000, -0.4109, -0.6683, -0.6701, 0.7671, 0.3005, -0.1322, -0.7288, -0.6018, -0.5394, -0.5183, 0.2604, 0.4419, 0.4378, 0.4152, 0.3694, 0.3864, 0.2284, 0.4582, 0.4025, 0.3875, 0.4523, -0.0092, -0.7236, 0.2362, 0.5302, -0.0564, -0.9773, -0.4528, -1.1593, 0.3538, 0.2067, 0.4803, 0.3671, 0.4528, 0.3779, 0.4274, 0.3392, -0.6587, 0.8108, 0.0390, -0.5624, -0.0377, -0.5255, 0.2955, -0.7874, 0.6118, -0.4516, -0.8945, -0.3089, 0.3458, 0.3898, -0.3121, 0.4627, 0.4371, 0.6012],
  "lumo_energy_ha": [-0.0554, -0.0657],
  "spin_multiplicity": 3,
  "e_above_lowest_kcal_mol": 0.00
}